An isolated ion of composition C5H7N2 and charge +1. Source: OMol25; level of theory: ωB97M-V/def2-TZVPD.

Geometry as XYZ:
```
14
Properties=species:S:1:pos:R:3
C 2.615 0.500 -0.068
C 1.463 0.340 0.027
C -0.529 2.122 -0.017
C -0.036 -0.284 0.145
C -0.373 -1.244 -0.993
N -0.621 0.921 0.150
N -0.082 -0.895 1.353
H -1.470 2.696 0.146
H 0.406 2.654 -0.368
H -0.045 -2.222 -0.889
H 0.056 -0.925 -1.859
H -1.439 -1.232 -1.098
H 0.177 -0.492 2.212
H -0.123 -1.938 1.259
```

Energy above the lowest of the compared OMol25 structures with the same formula, charge and spin in kJ/mol: 1000.7
Highest occupied orbital energy (spin up / spin down) in eV: -14.65 / -14.52
Total charge: +1


An isolated ion of composition C5H7N2O and charge +1. Source: OMol25; level of theory: ωB97M-V/def2-TZVPD.

Geometry as XYZ:
```
15
Properties=species:S:1:pos:R:3
C -0.109 -0.101 -0.648
C -1.033 -2.079 -0.003
C 1.039 1.798 -1.617
C -0.237 0.098 0.802
C -0.752 -1.264 1.296
N 0.016 1.090 -1.488
N -0.548 -1.254 -1.094
O -1.572 -3.091 -0.089
H 0.930 2.725 -2.162
H 1.932 1.530 -1.042
H 0.704 0.521 1.362
H -1.027 0.731 0.889
H -1.816 -1.268 1.751
H 0.009 -1.927 1.846
H -0.525 -1.548 -2.089
```

Energy above the lowest of the compared OMol25 structures with the same formula, charge and spin in kJ/mol: 69.2
Highest occupied orbital energy in eV: -15.28
Total charge: +1


A 2-piece molecular cluster, C5H7N2OS overall. Source: OMol25; level of theory: ωB97M-V/def2-TZVPD.

Geometry as XYZ:
```
16
Properties=species:S:1:pos:R:3
C -0.164 -0.394 -1.584
C -0.444 -0.833 -0.311
C 0.806 -1.197 -2.269
C 0.496 -1.764 0.097
C 0.459 -2.271 1.550
N 1.159 -1.020 -3.521
N 1.335 -2.163 -0.801
O 2.145 -3.162 -0.701
S -1.688 4.443 3.685
H -0.681 0.384 -2.095
H -1.021 -0.319 0.348
H 0.525 -0.237 -3.800
H -0.022 -1.631 2.192
H 1.545 -2.457 1.908
H 0.020 -3.313 1.635
H -2.414 3.317 3.526
```

Energy above the lowest of the compared OMol25 structures with the same formula, charge and spin in kJ/mol: 286.5
Highest occupied orbital energy in eV: -2.50
Total charge: -1


E_tot (computed, eV): -8262.405, -10317.914, -21157.313